P) The following is a quantum chemistry calculation of a cluster of 2 separate species, C12H16N2O in total, from the OMol25 dataset.

```
31
Properties=species:S:1:pos:R:3
C 0.17 -0.06 -2.60
C -0.62 -1.32 -2.23
C -0.41 -1.94 -0.95
C -0.23 -1.73 0.36
N 0.08 -3.00 0.95
C -0.04 -3.97 -0.02
N -0.32 -3.39 -1.17
H 0.51 -0.14 -3.67
H 1.12 0.07 -1.97
H -0.51 0.77 -2.65
H -1.69 -1.12 -2.35
H -0.52 -2.00 -3.24
H -0.06 -0.81 0.96
H 0.93 -3.07 1.73
H 0.14 -4.93 0.34
C 1.02 3.29 -0.77
C 0.53 2.23 0.27
C -0.86 1.79 0.32
C -1.42 0.97 1.41
C -0.51 0.50 2.33
O -0.77 -0.48 3.17
C 0.85 1.01 2.41
C 1.34 1.86 1.39
H 2.01 3.53 -0.56
H 0.08 4.03 -0.67
H 1.13 2.92 -1.89
H -1.60 2.13 -0.43
H -2.46 0.78 1.40
H -1.70 -0.53 3.27
H 1.42 0.61 3.29
H 2.40 2.00 1.57
```

## Properties
orbital gap: 9.06 eV
multiplicity: 1

***

Q) The following is a quantum chemistry calculation of a cluster of 2 separate species, C12H16N2O in total, from the OMol25 dataset.

```
31
Properties=species:S:1:pos:R:3
C 2.45 -0.19 1.64
C 1.56 -1.37 1.47
C 1.71 -2.57 2.11
N 1.05 -3.58 1.47
C 0.21 -3.00 0.52
C -1.01 -3.49 0.02
C -1.63 -2.65 -0.89
C -0.91 -1.57 -1.44
C 0.10 -0.99 -0.70
C 0.65 -1.66 0.41
H 2.33 0.46 0.77
H 3.51 -0.41 1.78
H 2.24 0.47 2.49
H 2.40 -2.81 2.91
H 1.07 -4.55 1.70
H -1.37 -4.45 0.36
H -2.62 -2.88 -1.25
H -1.30 -0.95 -2.23
H 0.53 -0.03 -0.94
C -0.40 4.90 0.63
C -0.17 4.41 -0.78
C -1.06 3.36 -1.38
N -0.87 2.08 -0.93
O -1.74 3.55 -2.37
H -1.44 5.19 0.81
H 0.26 5.77 0.72
H -0.15 4.26 1.48
H -0.31 5.28 -1.40
H 0.84 4.10 -1.05
H -1.50 1.33 -1.15
H -0.30 1.89 -0.12
```

## Properties
orbital gap: 8.59 eV
multiplicity: 1

***

R) The following is a quantum chemistry calculation of an isolated molecule of C12H16N2O, from the OMol25 dataset.

```
31
Properties=species:S:1:pos:R:3
C -0.55 -2.59 -0.08
C -1.77 -1.71 -0.17
O -1.45 -0.44 -0.45
C -0.54 0.63 0.58
C -0.95 0.07 1.87
N -1.25 -0.58 2.76
C 0.90 0.19 0.30
C 1.71 -0.61 1.14
C 2.91 -1.10 0.65
C 3.28 -0.93 -0.68
C 2.38 -0.23 -1.48
C 1.28 0.35 -0.98
N -1.03 1.92 0.34
C -0.25 2.82 -0.54
C -2.45 2.09 0.30
H 0.27 -2.11 -0.55
H -0.33 -2.63 0.97
H -0.72 -3.51 -0.48
H -2.49 -1.77 0.72
H -2.38 -1.97 -1.04
H 1.31 -0.98 2.13
H 3.45 -1.74 1.37
H 4.18 -1.27 -1.10
H 2.65 -0.06 -2.46
H 0.56 0.79 -1.56
H 0.81 2.87 -0.46
H -0.30 2.45 -1.51
H -0.84 3.74 -0.47
H -2.71 3.01 0.78
H -2.81 1.96 -0.77
H -2.85 1.34 0.87
```

## Properties
orbital gap: 9.48 eV
multiplicity: 1

***

Energies relative to the minimum, eV: P) 3.463; Q) 0.000; R) 3.376

***

P) The following is a quantum chemistry calculation of an isolated molecule of C3H3NO3, from the OMol25 dataset.

```
10
Properties=species:S:1:pos:R:3
O 1.40 -0.93 1.40
C 1.83 -0.44 0.40
O 1.11 0.32 -0.46
C -0.22 0.33 -0.22
C -1.16 -0.15 0.60
O -2.19 0.29 -0.26
N -1.16 0.94 -1.06
H 2.85 -0.53 0.01
H -1.31 -0.44 1.63
H -1.15 0.62 -2.03
```

## Properties
orbital gap: 9.69 eV
multiplicity: 1

***

Q) The following is a quantum chemistry calculation of an isolated molecule of C3H3NO3, from the OMol25 dataset.

```
10
Properties=species:S:1:pos:R:3
N -1.16 -1.12 0.94
C -0.27 -0.27 0.30
C 0.98 0.11 0.49
O 1.41 0.50 -0.81
C 0.20 0.64 -1.59
O 0.29 1.21 -2.71
O -0.67 -0.02 -0.92
H -1.99 -0.22 1.30
H -0.75 -1.05 1.79
H 1.94 0.22 1.20
```

## Properties
orbital gap: 9.42 eV
multiplicity: 1

***

R) The following is a quantum chemistry calculation of an isolated molecule of C3H3NO3, from the OMol25 dataset.

```
10
Properties=species:S:1:pos:R:3
O 1.38 -1.05 1.35
C 1.80 -0.46 0.40
O 1.04 0.30 -0.43
C -0.29 0.27 -0.18
C -1.19 -0.29 0.63
O -2.27 -0.03 -0.19
N -1.23 0.87 -1.04
H 2.84 -0.42 0.06
H -1.25 -0.58 1.67
H -1.03 0.66 -2.04
```

## Properties
orbital gap: 9.29 eV
multiplicity: 1

***

Energies relative to the minimum, eV: P) 0.666; Q) 0.000; R) 1.142

***

P) The following is a quantum chemistry calculation of a structure of composition C3H3NO3, from the OMol25 dataset.

```
10
Properties=species:S:1:pos:R:3
C 0.31 0.92 -0.52
C 1.32 0.35 0.26
C -0.46 -1.06 0.25
H -0.80 2.92 -0.45
H 2.38 0.48 0.74
H -1.66 0.23 -1.05
N -0.78 0.05 -0.48
O 0.17 2.18 -0.83
O 0.81 -0.93 0.55
O -1.16 -1.91 0.81
```

## Properties
orbital gap: 7.69 eV
multiplicity: 1

***

Q) The following is a quantum chemistry calculation of an isolated molecule of C3H3NO3, from the OMol25 dataset.

```
10
Properties=species:S:1:pos:R:3
H -0.32 1.54 -1.96
N -0.94 1.28 -1.18
C -0.44 0.37 -0.47
C -1.27 -0.23 0.64
O -1.42 -1.42 0.75
O 0.78 -0.22 -0.76
C 1.57 -0.53 0.30
O 1.31 -0.29 1.44
H -1.77 0.51 1.29
H 2.49 -1.00 -0.06
```

## Properties
orbital gap: 10.70 eV
multiplicity: 1

***

Energies relative to the minimum, eV: P) 1.754; Q) 0.000